Below is 3 unconnected molecules or ions with the total composition C3H8O2 in a non-equilibrium geometry, with properties calculated with ωB97M-V/def2-TZVPD.

Energy above the lowest of the compared OMol25 structures with the same formula, charge and spin (kJ/mol): 725.2
Total energy (eV): -7328.5342
Gap between HOMO and LUMO (eV): 4.8
Largest force on an atom (eV/A): 3.0

```
13
Properties=species:S:1:pos:R:3:nbo_charge:R:1
O 2.5543 0.0916 -0.9902 -0.43
C 1.5838 0.3921 -0.3307 0.31
C 0.9310 -0.4698 0.6266 0.05
C -0.5024 -0.3670 0.7795 -0.70
H -2.8876 2.4502 -1.8290 -0.04
H 1.3809 -1.4315 0.8347 0.22
H -3.3817 2.0686 -1.4378 0.03
H -1.0372 -1.2000 1.1976 0.28
H -0.9665 -0.0803 -0.2164 0.37
H -0.6894 0.5216 1.4446 0.32
H -3.6431 -0.6414 0.2528 0.43
H 1.0713 1.3531 -0.5583 0.14
O -2.8619 -0.0713 0.1950 -0.97
```

Below is a molecular structure, C23H23IrN5O9P2, with properties calculated with ωB97M-V/def2-TZVPD.

Energy above the lowest of the compared OMol25 structures with the same formula, charge and spin (kJ/mol): 0.0
Total energy (eV): -71508.1512
Spin multiplicity: 2
Charge: +2
Gap between HOMO and LUMO (spin up / spin down) (eV): 7.8 / 6.4
Largest force on an atom (eV/A): 0.8

```
63
Properties=species:S:1:pos:R:3:nbo_charge:R:1
Ir 0.1822 0.6556 0.4826 1.60
C 2.4027 -3.3601 0.0227 -0.22
C 2.2078 -3.6535 -1.3181 -0.11
C 1.3303 -2.8775 -2.0591 -0.19
C 0.6995 -1.8191 -1.4314 0.13
N 0.9439 -1.5093 -0.1585 -0.37
C 1.7598 -2.2628 0.5675 0.09
C -0.3484 -0.9854 -2.0317 0.30
C -0.9262 -1.2058 -3.2725 -0.21
C -1.9997 -0.4284 -3.6614 -0.10
C -2.4986 0.5321 -2.7930 -0.19
C -1.8757 0.7153 -1.5747 0.19
N -0.8055 -0.0209 -1.2237 -0.42
C -2.3284 1.6549 -0.5404 0.19
C -3.4572 2.4415 -0.6467 -0.19
C -3.8276 3.2499 0.4177 -0.09
C -3.0538 3.2467 1.5645 -0.21
C -1.9271 2.4507 1.6116 0.09
N -1.5732 1.6695 0.5823 -0.40
H 3.0575 -3.9567 0.6413 0.25
H 2.7251 -4.4834 -1.7797 0.25
H 1.1429 -3.0955 -3.1000 0.24
H 1.9140 -1.9680 1.5957 0.23
H -0.5504 -1.9893 -3.9130 0.25
H -2.4666 -0.5848 -4.6242 0.26
H -3.3598 1.1215 -3.0672 0.25
H -4.0502 2.4218 -1.5482 0.25
H -4.7096 3.8718 0.3483 0.26
H -3.3004 3.8591 2.4194 0.26
H -1.2774 2.4553 2.4705 0.24
C 4.5482 3.2056 -0.9981 -0.63
C 3.3002 2.5796 -0.3824 -0.49
O 3.1121 3.1377 0.9008 -0.70
P 1.8407 2.8856 -1.4313 2.41
O 1.4233 4.3918 -1.4365 -0.96
O 2.1886 2.5347 -2.9138 -0.99
O 0.6572 2.0767 -0.9193 -1.09
P 3.3477 0.7414 -0.3582 2.39
O 4.7616 0.3012 0.1861 -0.97
O 3.0911 0.2648 -1.7409 -1.15
O 2.3186 0.3676 0.7374 -1.10
H 4.4224 4.2853 -1.0820 0.23
H 4.7760 2.7876 -1.9773 0.24
H 5.3882 3.0129 -0.3333 0.25
H 2.5125 2.5853 1.4248 0.50
H 1.7717 4.9382 -2.1553 0.54
H 2.5927 1.6279 -2.9174 0.56
H 4.8682 0.3094 1.1462 0.53
O 0.7675 1.6452 2.1330 -0.49
N 0.6301 0.9732 3.2546 0.20
N 0.0345 -0.1094 3.1397 0.19
O -0.4257 -0.5562 1.9603 -0.50
C -0.2016 -0.9619 4.2885 0.13
C -0.7957 -2.1938 4.0731 -0.23
C -1.0145 -3.0126 5.1710 -0.19
C -0.6437 -2.5964 6.4403 -0.16
C -0.0515 -1.3525 6.6266 -0.18
C 0.1767 -0.5174 5.5480 -0.22
H -1.0856 -2.5054 3.0813 0.25
H -1.4797 -3.9781 5.0292 0.24
H -0.8164 -3.2419 7.2904 0.24
H 0.2339 -1.0287 7.6177 0.24
H 0.6371 0.4501 5.6833 0.25
```